Entry 1:
C9H11PS | ωB97M-V/def2-TZVPD

Summary:
**Largest force on an atom**: 5.162 eV/A
**ΔE to the lowest compared entry with this formula, charge and spin**: 1.707 eV
**Gap between HOMO and LUMO**: 8.85 eV

The geometry in ORCA input format:
```
! RIJCOSX wB97M-V def2-TZVPD def2/J DEFGRID3
* xyz 0 1
S 3.1406 -0.8122 -1.1654
P 1.3841 0.0180 -0.8467
C 0.5111 -0.2013 2.0449
C 0.3347 -1.3893 1.1283
C -0.0458 -0.7888 -0.1415
C 0.5866 0.7614 -2.2984
C -0.6456 0.4647 -2.7653
C -1.1997 -0.8687 -0.7486
C 1.3185 0.9724 1.7082
C -1.6786 -0.3056 -1.9974
C 1.7275 1.2694 0.5021
H 1.3650 -1.8028 1.0002
H 0.7881 -0.5580 3.1001
H -2.3900 0.3145 -1.5485
H 1.3168 1.2459 -2.9831
H -2.1648 -1.0425 -2.6662
H 1.6206 1.5729 2.5026
H -0.3023 -2.2927 1.4561
H -0.5620 0.1134 2.2379
H -2.0984 -1.3953 -0.2863
H 2.2592 2.1153 0.3458
H -1.0322 0.8308 -3.6705
*
```

=====

Entry 2:
C9H12B2ClF10NO17S2Y | ωB97M-V/def2-TZVPD

Summary:
**Largest force on an atom**: 9.958 eV/A
**ΔE to the lowest compared entry with this formula, charge and spin**: 12.177 eV
**Gap between HOMO and LUMO**: 2.48 eV

The geometry in ORCA input format:
```
! RIJCOSX wB97M-V def2-TZVPD def2/J DEFGRID3
* xyz -1 1
Y 15.8784 16.3044 -3.7938
Cl 15.7629 16.3226 -9.4236
S 18.1307 17.9081 -0.0587
S 16.0117 17.3273 0.5482
F 15.7613 13.2631 -5.0494
F 11.5528 15.3069 -2.9790
F 15.0904 11.3110 -4.2006
F 18.9327 17.6772 -1.4637
F 12.0458 13.4513 -4.0272
F 13.1285 15.3521 -4.5049
F 16.6535 11.3411 -6.0031
F 13.6378 14.2933 -2.5312
F 14.5320 16.9527 0.1251
F 14.4469 11.8698 -6.1629
O 16.8438 21.6360 -4.9237
O 16.2164 16.2812 1.5157
O 20.9179 13.4219 -5.5466
O 18.1160 19.3417 -0.0825
O 13.1262 19.0462 -2.7032
O 14.6089 17.0740 -9.8762
O 10.8534 19.5098 -2.3660
O 19.3830 15.1278 -5.2215
O 18.5491 21.1504 -6.0858
O 12.3425 20.7789 -1.5123
O 20.7780 14.9276 -7.1376
O 16.8339 16.9644 -10.0857
O 17.5196 19.5058 -5.0134
O 15.6764 18.6978 0.9906
O 15.7432 14.9919 -9.9596
O 19.0649 17.1433 0.7769
O 15.7883 16.3518 -8.0084
N 16.6847 17.0989 -0.8243
C 21.7214 14.0074 -7.5761
C 11.1328 21.2024 -0.9559
C 20.2375 14.5148 -5.9752
C 18.4825 22.5304 -6.1981
C 17.3262 22.9147 -5.2150
C 17.6454 20.6720 -5.3283
C 12.1880 19.6637 -2.2340
C 10.1149 20.2097 -1.4066
C 21.5295 12.7996 -6.6049
B 15.5769 11.9251 -5.3820
B 12.5504 14.6004 -3.5070
H 20.7915 12.1637 -7.0938
H 21.6654 13.8336 -8.6507
H 11.1382 21.1198 0.1310
H 16.4379 23.3513 -5.6715
H 19.2732 23.2619 -6.0310
H 17.6175 23.4931 -4.3383
H 9.5419 19.6221 -0.6894
H 22.3918 12.2817 -6.1849
H 9.2884 20.7379 -1.8821
H 18.2436 22.6661 -7.2530
H 22.7010 14.4542 -7.4068
H 10.7815 22.1952 -1.2369
*
```

=====

Entry 3:
C9H12BClO3 | ωB97M-V/def2-TZVPD

Summary:
**Largest force on an atom**: 4.608 eV/A
**ΔE to the lowest compared entry with this formula, charge and spin**: 0.260 eV
**Gap between HOMO and LUMO**: 10.11 eV

The geometry in ORCA input format:
```
! RIJCOSX wB97M-V def2-TZVPD def2/J DEFGRID3
* xyz 0 1
Cl -4.3813 0.2266 -0.4331
O 1.9745 -0.2816 0.0318
O -2.9308 1.8890 0.9174
O 2.3591 1.4038 1.4699
C -2.8708 0.9457 0.2102
C 0.6265 -0.3615 0.1993
C -2.6474 -2.2789 0.8761
C 0.0804 1.3590 -1.7328
C 2.7442 0.6348 0.6211
C -0.2483 0.8524 -0.2479
C 4.2269 0.5593 0.2119
C 0.0595 -1.5504 0.5991
C -1.6829 0.2372 -0.3285
B -1.4124 -1.4379 0.3991
H -0.4526 0.7015 -2.3406
H -3.5325 -1.9469 0.4255
H -0.1534 2.3581 -1.9286
H 4.1960 0.9838 -0.8727
H 4.5107 -0.4876 0.0791
H 1.1903 1.1282 -2.0388
H 0.0233 1.6023 0.6352
H -2.4576 -3.3693 0.8098
H 0.5445 -2.3862 1.0783
H -1.8505 0.0051 -1.3314
H -2.7350 -2.0436 1.8624
H 4.8195 1.2571 0.8282
*
```

=====

Entry 4:
C9H12Cl2IrN6O2S3 | ωB97M-V/def2-TZVPD

Summary:
**Largest force on an atom**: 0.779 eV/A
**ΔE to the lowest compared entry with this formula, charge and spin**: 1.287 eV
**Gap between HOMO and LUMO**: 6.70 eV

The geometry in ORCA input format:
```
! RIJCOSX wB97M-V def2-TZVPD def2/J DEFGRID3
* xyz 1 1
Ir -0.6079 0.6168 0.0945
Cl -2.9658 1.7712 0.2090
Cl -0.5778 3.2740 -0.5384
S 1.6589 0.2906 0.0652
S -1.3883 -1.3983 0.9016
S -3.2846 -1.6410 -1.3976
O -0.3145 1.1148 2.0162
O -1.3825 -3.2990 -0.9938
N 0.7715 -0.0710 -4.9009
N 0.8694 0.7648 2.5493
N 0.2504 -0.0150 -2.6323
N -0.8267 0.3376 -1.9403
N -0.1009 0.1369 -3.8644
N -1.3202 0.5757 -4.0620
C -1.7641 0.6978 -2.8200
C 3.1229 0.1184 2.3826
C 3.2552 0.2116 3.7462
C 2.1461 0.5675 4.5191
C -0.2417 -3.8442 -0.3035
C 1.8951 0.3968 1.7747
C -2.3206 3.3842 -0.2024
C 0.9619 0.8348 3.8950
C -1.9862 -2.1992 -0.5778
H 4.2072 0.0052 4.2148
H -0.0327 -4.7812 -0.8096
H -0.4694 -4.0255 0.7435
H 3.9481 -0.1705 1.7476
H -2.8229 3.7386 -1.0941
H 0.2527 -0.2256 -5.7557
H -2.7632 0.9940 -2.5572
H 0.6065 -3.1662 -0.3846
H 2.1999 0.6287 5.5954
H 0.0514 1.1225 4.3975
H -2.4695 4.0432 0.6440
H 1.4424 -0.7892 -4.6614
*
```

=====

Entry 5:
C9H12ClN2O2P | ωB97M-V/def2-TZVPD

Summary:
**Largest force on an atom**: 4.089 eV/A
**ΔE to the lowest compared entry with this formula, charge and spin**: 0.000 eV
**Gap between HOMO and LUMO**: 9.23 eV

The geometry in ORCA input format:
```
! RIJCOSX wB97M-V def2-TZVPD def2/J DEFGRID3
* xyz 0 1
Cl 4.1074 -3.2845 0.8782
P 0.0813 1.1824 -1.1053
O -0.9047 -0.7527 2.0322
O -0.9250 0.2826 -2.1552
N 3.1299 -0.8751 0.5096
N -1.8142 -1.0605 -0.0422
C 2.9728 -2.1040 0.1732
C 2.3367 0.0934 0.0992
C 1.1370 -1.4202 -1.2933
C 1.2503 -0.1075 -0.8354
C -0.2280 1.9004 1.5398
C -1.2198 -0.3465 0.9513
C -1.0215 1.1026 0.4788
C 1.9638 -2.4756 -0.7314
C -2.3734 1.7821 0.2017
H 0.8207 1.3509 1.6082
H -2.9312 1.2045 -0.5378
H 0.2864 -1.7545 -1.8805
H -2.2426 2.7465 -0.2905
H 2.5885 1.0580 0.3090
H -2.9480 2.0174 1.0508
H -1.5729 -2.0795 0.0378
H -1.8399 -0.7351 -0.9931
H 1.7929 -3.4171 -1.1068
H -1.5698 0.9565 -2.4542
H -0.8287 1.8777 2.4105
H -0.0477 2.8578 1.1454
*
```

=====

Entry 6:
C9H12N | ωB97M-V/def2-TZVPD

Summary:
**Largest force on an atom**: 4.226 eV/A
**ΔE to the lowest compared entry with this formula, charge and spin**: 5.901 eV
**Gap between HOMO and LUMO (alpha / beta)**: 8.17 / 8.17 eV

The geometry in ORCA input format:
```
! RIJCOSX wB97M-V def2-TZVPD def2/J DEFGRID3
* xyz 1 1
N -1.6935 -0.7260 0.6969
C -1.3535 -2.8354 0.4472
C 1.9100 1.6267 0.5955
C 0.7402 1.6296 -0.3342
C 1.3632 1.4707 -1.7320
C -2.3000 -1.9472 1.1652
C -0.4058 -3.1704 -0.2345
C -0.8080 -0.5346 -0.5510
C -1.0135 0.2674 1.2751
C -0.2497 0.5306 0.0164
H 2.6769 2.4752 0.3548
H 2.1747 2.1803 -1.7926
H -1.2160 -0.9276 -1.5546
H 1.6134 0.3441 -1.9207
H 2.5900 0.7110 0.6479
H 0.1363 -3.7726 -1.0341
H -3.4348 -1.9715 0.7477
H 1.7523 1.8297 1.5716
H 0.2105 2.5986 -0.4310
H -2.2387 -2.1029 2.2725
H 0.6892 1.6859 -2.5287
H -1.1434 0.6385 2.3224
*
```

=====

Entry 7:
C9H12N2O2S | ωB97M-V/def2-TZVPD

Summary:
**Largest force on an atom**: 3.552 eV/A
**ΔE to the lowest compared entry with this formula, charge and spin**: 4.828 eV
**Gap between HOMO and LUMO (alpha / beta)**: 6.56 / 7.17 eV

The geometry in ORCA input format:
```
! RIJCOSX wB97M-V def2-TZVPD def2/J DEFGRID3
* xyz 0 1
S -1.7358 -2.1231 -0.3463
O 2.0552 0.9551 0.9474
O -1.9427 0.1526 1.1644
N 0.4377 -0.3528 -0.0100
N 0.8574 -2.6564 -0.0770
C 1.8164 -0.1137 0.3976
C 0.0269 -1.7065 -0.1369
C -0.3228 0.6673 -0.4319
C 4.2811 -1.0949 0.0540
C -2.6563 -0.8815 0.6415
C 0.1175 2.1372 -0.4826
C -3.9227 -0.4814 -0.2593
C 2.7543 -1.1768 0.1104
C 2.1698 -2.4684 0.0062
H -4.6873 -0.0178 0.3392
H -1.1263 0.1654 -0.9951
H -2.4340 1.0261 1.0848
H 4.6165 -0.1109 -0.3799
H -3.5803 0.2034 -1.0344
H 0.3948 2.4193 -1.4417
H 4.4870 -1.9507 -0.6177
H -0.7614 2.7747 -0.2653
H 0.9943 2.3082 0.1454
H 4.7034 -1.3353 1.0583
H 2.8541 -3.2884 0.0796
H -4.3261 -1.4477 -0.6769
*
```

=====

Entry 8:
C9H12N2O2S | ωB97M-V/def2-TZVPD

Summary:
**Largest force on an atom**: 3.721 eV/A
**ΔE to the lowest compared entry with this formula, charge and spin**: 2.331 eV
**Gap between HOMO and LUMO**: 8.85 eV

The geometry in ORCA input format:
```
! RIJCOSX wB97M-V def2-TZVPD def2/J DEFGRID3
* xyz 0 1
S -0.3830 -0.9097 1.8090
O -1.3980 0.5604 -0.3842
O -0.5687 2.5000 0.5299
N 1.0434 1.3722 1.9514
N 3.9472 0.1771 0.6044
C 1.3269 -1.7052 -0.1338
C 1.4738 -0.1959 -0.1810
C -3.7049 1.1632 -0.1775
C -0.5612 1.3281 0.2625
C 2.1046 -2.4958 -1.1458
C -2.4530 1.2112 -1.1454
C 0.4962 0.4761 0.9845
C 2.8925 -0.0026 0.1755
C 0.4968 -2.1222 0.8365
H 0.0818 -3.1868 1.0616
H -3.7090 0.1973 0.3113
H 2.1848 -2.1466 -2.2066
H 2.0216 1.3000 2.1173
H 0.9627 2.3705 1.7220
H -2.0520 2.1553 -1.4919
H -2.6415 0.5172 -1.9228
H 1.8604 -3.5672 -1.3233
H -4.4392 1.3010 -0.9670
H -3.4178 1.9923 0.5042
H 3.1597 -2.6824 -0.6747
H 1.2758 0.3925 -1.1162
*
```

=====

Entry 9:
C9H12N2O3 | ωB97M-V/def2-TZVPD

Summary:
**Largest force on an atom**: 4.010 eV/A
**ΔE to the lowest compared entry with this formula, charge and spin**: 0.917 eV
**Gap between HOMO and LUMO**: 9.76 eV

The geometry in ORCA input format:
```
! RIJCOSX wB97M-V def2-TZVPD def2/J DEFGRID3
* xyz 0 1
O -1.8270 -0.9680 1.9067
O 2.2971 -0.7061 3.3800
O 1.1087 2.5088 0.7816
N 1.8146 0.6795 1.8127
N 0.2814 -1.0440 2.4602
C -0.7256 -0.4637 1.7816
C 1.5345 -0.4958 2.4671
C 0.8675 1.3285 1.0647
C -0.3325 0.5415 0.5880
C 0.9035 0.6537 -1.7506
C -1.6043 1.3813 0.3216
C -0.7700 -1.2510 -1.2287
C -0.6521 -1.7939 -2.6667
C -0.0767 -0.1561 -0.8480
H 2.7815 1.0113 1.9388
H -1.4715 1.7789 -0.7503
H -1.3569 -1.1200 -3.3249
H -1.4943 -1.6433 -0.5589
H -2.6010 0.9457 0.3754
H -1.6243 2.2608 0.9432
H -0.8964 -2.8180 -2.8689
H 0.3145 -1.5821 -2.9702
H 0.9201 0.3261 -2.7938
H 0.6566 1.7320 -1.8222
H 0.0565 -1.7050 3.1854
H 1.8962 0.5987 -1.4236
*
```

=====

Entry 10:
C9H12N3O | ωB97M-V/def2-TZVPD

Summary:
**Largest force on an atom**: 6.697 eV/A
**ΔE to the lowest compared entry with this formula, charge and spin**: 6.245 eV
**Gap between HOMO and LUMO (alpha / beta)**: 7.52 / 7.52 eV

The geometry in ORCA input format:
```
! RIJCOSX wB97M-V def2-TZVPD def2/J DEFGRID3
* xyz 1 1
O -0.3832 0.6280 1.8674
N -0.3225 -0.3621 -2.7773
N 1.4545 -0.6328 -0.8850
N 0.4650 -1.1901 -0.1556
C -1.2079 0.8889 0.8666
C 2.4341 -1.5072 0.9303
C -1.6801 2.1227 0.8086
C -1.1128 2.7281 1.9522
C 1.0825 -1.6163 0.9997
C -1.3741 -0.7641 -1.8162
C -0.8523 -0.9659 -0.4929
C 2.6166 -0.8733 -0.3154
C -0.3306 1.7725 2.6042
H -1.5253 -1.5433 0.1654
H -1.0952 3.8303 2.2071
H -0.7448 0.3713 -3.3187
H -2.1150 -0.0273 -1.6786
H -2.1340 2.5238 -0.0354
H 1.1603 -0.5427 -1.8823
H 0.0091 -0.9908 -3.4348
H 0.2578 1.7831 3.5143
H 0.7126 -1.8174 2.0246
H -1.8012 -1.6881 -2.0276
H 3.0655 -1.7712 1.6819
H 3.4209 -0.3561 -0.8024
*
```

=====

Entry 11:
C9H12N3O3 | ωB97M-V/def2-TZVPD

Summary:
**Largest force on an atom**: 5.208 eV/A
**ΔE to the lowest compared entry with this formula, charge and spin**: 3.493 eV
**Gap between HOMO and LUMO**: 9.28 eV

The geometry in ORCA input format:
```
! RIJCOSX wB97M-V def2-TZVPD def2/J DEFGRID3
* xyz 1 1
O -3.3671 -0.5857 -0.9689
O -3.5556 1.0408 0.3910
O -1.3914 2.5438 0.1969
N -1.3448 0.3137 -0.0953
N -3.0379 0.2988 -0.2714
N 0.8716 3.1719 0.4114
C -0.6368 -0.9420 -0.0454
C 1.8339 1.2726 -0.6956
C -0.6879 -1.8251 -1.0737
C 0.0740 -1.2612 1.0931
C 0.7788 -2.4589 1.1838
C -0.7575 1.4616 0.1304
C 0.5086 -3.4575 0.2237
C 0.7791 1.7162 0.3215
C -0.1493 -3.1633 -0.9108
H 2.8795 1.4376 -0.5498
H -1.3084 -1.7706 -2.0145
H 1.3001 3.4783 1.2007
H 1.9148 0.2672 -0.9196
H 0.9493 -4.4382 0.4694
H 0.9526 1.3483 1.3327
H 1.2412 3.6818 -0.4517
H 1.3161 -2.7839 1.9742
H 1.4963 1.6324 -1.6491
H -0.4413 -3.9750 -1.5007
H 0.1433 -0.4395 1.8795
H -0.3612 3.4360 0.3383
*
```

=====

Entry 12:
C9H12N4O | ωB97M-V/def2-TZVPD

Summary:
**Largest force on an atom**: 3.520 eV/A
**ΔE to the lowest compared entry with this formula, charge and spin**: 2.720 eV
**Gap between HOMO and LUMO**: 8.93 eV

The geometry in ORCA input format:
```
! RIJCOSX wB97M-V def2-TZVPD def2/J DEFGRID3
* xyz 0 1
O 0.1562 0.1098 3.3691
N 1.7855 -2.6330 0.4343
N -0.1910 0.8479 -2.7486
N -0.7403 -0.1289 4.3873
N -1.6006 2.2324 -1.8733
C 1.9127 -1.4128 0.9281
C -1.0458 1.5596 -0.8349
C 0.5496 -0.4511 -0.8195
C -0.9809 1.8713 -3.0252
C 0.5707 -1.7789 -1.3668
C 1.1986 -0.3648 0.4058
C -0.2458 0.6466 -1.4035
C 1.1493 -2.8956 -0.7501
C -1.5426 1.5924 0.6379
H 0.0119 -2.0784 -2.3317
H -1.2344 0.7725 4.5435
H -2.5891 1.8071 0.5652
H 0.9863 -3.9568 -1.0445
H -1.1421 0.7119 1.2541
H -1.1144 2.4245 1.1601
H -1.4632 -0.8070 4.0309
H 1.2284 0.5430 0.9448
H -2.2124 3.0333 -1.7207
H -1.1077 2.2775 -3.9922
H 2.5053 -1.2711 1.7813
H 0.7111 0.8354 3.8286
*
```